(1)
# C2H5FS2

A cluster of 2 separate species, C2H5FS2 in total at a distorted geometry (ωB97M-V with the def2-TZVPD basis set, the Open Molecules 2025 dataset).

```
10
Properties=species:S:1:pos:R:3:forces:R:3
C -0.8076 -1.5916 -0.3078 0.5 -1.0 -1.3
H -2.0125 0.2176 -0.3094 -1.5 0.1 0.7
H 2.8221 1.3649 0.3083 -0.4 0.7 -0.4
C -1.0435 -0.1174 -0.5342 0.5 -0.3 -0.8
S 3.1834 0.1647 0.6932 -0.8 -1.9 -0.3
S 0.9150 -1.9965 -0.7535 0.4 0.9 0.8
H -0.3363 0.5352 -0.0399 0.3 -0.1 0.2
F -1.1234 -2.0320 0.9610 -0.1 0.2 -0.5
H -1.3836 -2.2428 -1.1291 0.9 1.2 1.8
H -0.9600 0.0074 -1.6102 0.3 0.2 -0.1
```
Forces are in eV/Å.

Calculated values
HOMO-LUMO gap (spin up / spin down)	0.19861 / 0.20045	Ha
E_LUMO (spin up / spin down)	-0.1398 / -0.1397	hartree
energy	-975.2942	a.u.
HOMO level (spin up / spin down)	-9.2 / -9.3	eV
energy above the lowest of the compared OMol25 structures with the same formula, charge and spin	84.9	kcal/mol
2S+1	1

(2)
# C22H23N3OS2SiW

A structure of composition C22H23N3OS2SiW (ωB97M-V with the def2-TZVPD basis set, the Open Molecules 2025 dataset).

```
53
Properties=species:S:1:pos:R:3:forces:R:3
C -2.7683 0.2051 2.7072 0.0 0.0 0.1
O -0.6231 2.3799 2.3274 0.2 0.2 -0.2
C 0.9384 5.2526 -0.2167 0.0 0.0 0.0
H -2.1162 0.4788 -1.5957 0.0 0.0 0.0
C -2.0918 -0.6047 -1.4587 0.2 0.0 0.1
H -1.9934 -3.1698 0.7461 -0.1 0.0 0.0
C 1.7191 -2.4692 -2.1736 0.1 0.0 0.0
C -0.0907 3.2978 1.4467 -0.1 0.0 0.2
C -2.5234 -0.2324 1.5289 0.1 0.1 0.2
H -0.0419 6.6418 1.1003 0.0 0.0 0.0
H 2.8423 1.4774 -0.9466 0.0 0.0 0.0
H 0.7438 -2.7475 -2.5570 0.0 0.0 0.0
N 0.4788 -0.7212 0.7520 0.0 0.1 0.2
S 1.0288 -0.6707 3.4285 0.1 0.0 0.0
H 1.3410 6.0211 -0.8611 0.0 0.0 0.0
N 0.4747 0.6600 0.8778 0.0 -0.1 0.1
H -3.6956 -3.1832 1.2359 0.0 0.0 0.0
H 1.8095 3.6651 -1.3338 0.0 0.0 0.0
C 0.9803 1.5274 0.0527 0.0 0.0 -0.1
H 1.8775 0.0001 -1.1419 0.0 0.0 0.0
C 2.0443 -2.7248 -0.8428 -0.1 0.0 -0.1
C 3.3055 -2.3859 -0.3700 0.0 0.0 0.0
C 4.2307 -1.7913 -1.2192 0.0 0.0 0.0
C 1.8318 1.0846 -1.0787 0.0 0.0 -0.1
H -3.2568 -3.5631 -0.4258 0.0 0.0 0.0
H 1.4411 1.4853 -2.0152 0.0 0.0 0.0
C 1.0209 -3.4514 -0.0048 0.0 -0.1 0.0
H 4.6419 -1.1098 -3.2113 0.0 0.0 0.0
C 0.6863 2.9096 0.3415 0.0 0.0 -0.1
C -3.0111 -2.9252 0.4270 0.1 0.0 0.0
C 0.8574 -1.4051 1.8357 0.0 -0.1 0.0
H -5.5208 -0.8142 0.6817 0.0 0.0 0.0
W -0.6892 0.5519 2.4794 -0.4 -0.1 0.0
C 0.1612 5.6008 0.8879 0.0 0.0 0.0
C 1.1977 3.9280 -0.4822 0.0 0.0 0.0
H 1.2015 -4.5303 -0.0125 0.0 0.0 0.0
Si -3.1874 -1.1433 -0.0634 0.0 0.1 0.1
C 2.6518 -1.8944 -3.0256 0.0 0.0 0.0
H 0.0150 -3.2884 -0.3905 0.0 0.0 0.0
H 2.3973 -1.7243 -4.0637 0.0 0.0 0.0
H 5.2155 -1.5427 -0.8461 0.0 0.0 0.0
N -1.5190 1.0280 4.6586 -0.3 -0.2 -0.3
H -1.0554 -0.9174 -1.2973 -0.1 0.0 -0.1
S 1.0374 -3.1031 1.7768 0.0 0.1 0.0
C -4.9341 -0.5562 -0.2010 0.0 0.0 0.0
C -2.4048 0.6967 3.9341 0.4 0.0 -0.1
C -0.3527 4.6258 1.7247 0.0 0.1 0.0
H 3.5846 -2.5993 0.6555 0.0 0.0 0.0
H -4.9981 0.5204 -0.3642 0.0 0.0 0.0
H -5.4009 -1.0459 -1.0601 0.0 0.0 0.0
H -0.9481 4.8788 2.5909 0.0 0.0 0.0
H -2.4424 -1.0538 -2.3903 0.0 0.0 0.0
C 3.9091 -1.5483 -2.5472 0.0 0.0 0.0
```
Forces are in eV/Å.

Calculated values
HOMO-LUMO gap	0.23631	Ha
total charge	+2
E_LUMO	-0.2974	hartree
energy	-2243.9917	a.u.
HOMO level	-14.5	eV
energy above the lowest of the compared OMol25 structures with the same formula, charge and spin	0.0	kcal/mol
2S+1	1

(3)
# H9O4

A cluster of 4 separate species, H9O4 in total at a distorted geometry (ωB97M-V with the def2-TZVPD basis set, the Open Molecules 2025 dataset).

```
13
Properties=species:S:1:pos:R:3:forces:R:3
O 0.2418 0.6704 -0.4729 -0.7 -1.8 1.9
H 0.0699 -0.1829 -1.0908 0.6 0.3 -0.1
H -2.7213 1.2544 0.5001 0.8 -0.8 0.4
H -0.6748 0.6045 0.1178 0.9 0.9 -0.6
H 2.7083 -0.5632 1.1851 0.2 -0.1 0.0
H -1.8921 0.9230 1.7837 0.0 0.3 1.3
O -0.1639 -1.4841 -1.7475 3.2 1.0 -2.1
H 2.3839 0.8856 1.8032 -0.4 -1.0 -0.6
H -1.0693 -1.6687 -1.8278 -2.7 -0.8 -0.2
O 1.9762 0.0694 1.3512 0.5 1.1 0.8
H 0.9604 0.3263 0.2419 -1.0 0.7 -1.2
H 0.1913 -1.4824 -2.7233 -0.7 -0.1 2.2
O -2.0104 0.6475 0.8794 -0.7 0.4 -1.8
```
Forces are in eV/Å.

Calculated values
HOMO-LUMO gap (spin up / spin down)	0.55208 / 0.14635	Ha
total charge	+2
E_LUMO (spin up / spin down)	-0.2932 / -0.6381	hartree
energy	-305.4754	a.u.
HOMO level (spin up / spin down)	-23.0 / -21.3	eV
energy above the lowest of the compared OMol25 structures with the same formula, charge and spin	51.2	kcal/mol
2S+1	2

(4)
# C38H40CoFN6O6

A structure of composition C38H40CoFN6O6 (ωB97M-V with the def2-TZVPD basis set, the Open Molecules 2025 dataset).

```
92
Properties=species:S:1:pos:R:3:forces:R:3
C -1.4432 -5.2040 -0.2042 -0.1 -0.1 0.0
C 2.3160 7.6082 0.6618 0.0 0.0 0.0
H 2.7146 -8.4666 -0.8308 0.0 0.0 0.0
H 1.0593 -9.3895 0.8724 0.0 0.0 0.0
H -0.5803 -8.7651 0.8362 0.0 0.0 0.0
C 1.8564 0.0319 0.2034 0.0 -0.2 -0.3
H 2.7850 3.1056 -0.6421 0.0 0.0 0.0
H 2.7422 8.5398 1.0087 0.0 0.0 0.0
C 1.1956 -5.8353 -0.7578 0.0 -0.2 0.1
H -4.5955 -5.4259 0.8091 0.0 0.0 0.0
H 2.1912 -10.7655 -0.9326 0.0 0.0 0.0
H -3.5752 4.2283 1.6655 0.0 0.0 0.0
C -2.3640 2.1695 -1.3551 0.0 0.0 -0.1
H 0.1701 -11.4558 -2.2462 0.0 0.0 0.0
H -1.3771 -10.4943 -0.5697 0.0 0.0 0.0
C -2.2132 -2.5047 0.1431 0.3 0.0 0.0
C 4.7008 -0.0680 0.3178 -0.1 -0.1 0.0
N 0.5770 -8.2532 -0.8453 0.0 -0.1 0.1
H 0.9322 8.5739 -0.6649 0.0 0.0 0.0
C 0.8312 -4.5281 -0.6343 0.2 0.1 -0.1
H 6.3872 2.0512 0.7931 0.0 0.0 0.0
C 1.2951 7.6295 -0.2873 0.0 0.0 0.0
H 1.9893 -2.0078 0.8739 0.0 0.0 -0.1
H -0.3487 4.2575 -1.1354 0.0 0.0 0.0
N 0.5792 4.0726 -0.7820 0.0 0.0 0.1
C -3.8095 -5.8628 0.1972 0.1 0.1 0.0
C -1.0531 -6.5404 -0.3869 -0.2 0.1 0.0
C -3.6728 2.6359 -1.3185 0.0 0.0 0.0
C 4.0473 1.0943 -0.0302 0.1 0.0 0.0
C 0.7512 6.4425 -0.7407 0.0 0.0 -0.1
H 1.5704 -3.7409 -0.7347 0.0 0.0 0.0
H 6.5660 1.6562 -0.9366 0.0 0.0 0.0
F 2.5008 -6.1299 -0.9621 0.0 0.0 0.0
C 2.6424 1.1356 -0.0725 -0.1 0.3 0.1
C -4.3512 -6.2689 -1.1637 0.0 0.0 0.0
H -0.1547 -9.8343 -2.3827 0.0 0.0 0.0
H -3.4309 -6.7200 0.7543 0.0 0.0 0.0
N -0.1602 1.8988 -0.3408 -0.2 -0.1 0.2
H -3.5701 -6.6929 -1.7971 0.0 0.0 0.0
C -4.0955 3.3802 -0.2325 0.0 0.0 0.0
H -0.4720 4.3140 3.4583 0.0 0.0 0.0
O 4.6721 2.2729 -0.3516 0.0 0.0 0.0
H 4.4333 -2.0983 0.9620 0.0 0.0 0.0
H -0.2273 8.1951 -2.6004 0.0 0.0 0.0
C 2.2163 5.2044 0.7075 0.0 0.0 0.1
C -0.2972 -10.4777 -0.4387 0.0 0.0 -0.1
H -4.7670 -5.4043 -1.6808 0.0 0.0 0.0
H -1.2872 8.0868 -1.1695 0.0 0.0 0.0
H -1.7945 -7.3267 -0.3629 0.0 0.0 0.0
H -1.6651 5.2148 2.4968 0.0 0.0 0.0
O -0.2610 6.3475 -1.6507 0.0 0.0 0.0
H -5.1142 3.7421 -0.1834 0.0 0.0 0.0
C -0.9068 7.5492 -2.0406 0.1 0.0 0.0
C 2.5576 -1.1298 0.5876 -0.1 0.0 0.1
O 0.0035 -1.9069 -0.4743 0.2 -0.3 0.4
C -0.4910 -4.1906 -0.3570 -0.2 0.3 0.0
H 3.5451 6.3773 1.9090 0.0 0.0 0.0
H 6.3747 3.3478 -0.4251 0.0 0.0 0.0
C -1.9191 3.1890 0.7745 0.0 0.0 0.1
O -1.8854 -0.2161 0.6609 -0.2 0.2 -0.3
C 1.8426 -8.6571 -1.4588 -0.1 0.1 0.0
C -1.3582 4.2225 2.8371 0.0 0.0 0.0
H 1.9738 -8.1129 -2.3912 0.0 0.1 0.0
C 0.8177 2.7555 -0.4684 0.1 0.0 0.0
H -2.1654 3.7706 3.4180 0.0 0.0 0.0
O -3.9786 -0.9886 0.4198 0.0 0.1 0.0
C 6.0814 2.3227 -0.2194 -0.1 0.0 0.0
O -0.9913 3.3974 1.7457 0.0 0.1 0.0
C -3.2237 3.6622 0.8158 0.0 -0.1 -0.1
C -3.0678 -3.5509 0.2588 -0.2 0.0 0.0
C -2.7636 -1.1072 0.4076 0.1 -0.2 0.2
H -4.1053 -3.3385 0.4922 0.0 0.0 0.0
H -5.1431 -7.0092 -1.0477 0.0 0.0 0.0
N 2.1079 2.4036 -0.3872 0.0 -0.1 -0.1
C 1.2214 5.2083 -0.2576 0.0 0.0 0.0
N -2.7462 -4.8566 0.1002 0.0 -0.1 0.0
H 2.2536 -10.4409 -2.6703 0.0 0.0 0.0
N 0.3144 -10.5444 -1.8149 0.0 0.1 0.1
C 1.7678 -10.1684 -1.7374 -0.1 0.0 0.0
H -1.7342 7.2569 -2.6795 0.0 0.0 0.0
H -4.3543 2.4053 -2.1258 0.0 0.0 0.0
C 3.9335 -1.1881 0.6518 0.0 0.1 0.0
H 5.7789 -0.1154 0.3439 0.0 0.0 0.0
C 0.2574 -6.8782 -0.6542 0.3 0.1 -0.2
H 2.5507 4.2725 1.1407 0.0 0.0 0.0
Co -0.0512 -0.0130 -0.0115 0.1 0.3 -0.2
C -1.4849 2.4391 -0.3249 0.0 0.0 0.0
H -2.0089 1.5709 -2.1860 0.0 0.0 0.0
C 0.2059 -9.1827 0.2155 0.1 0.0 0.0
C -0.8581 -2.7690 -0.2234 -0.2 -0.1 -0.1
H 0.0156 -11.3677 0.1030 0.0 0.0 0.0
C 2.7670 6.4026 1.1580 0.0 0.0 0.0
```
Forces are in eV/Å.

Calculated values
HOMO-LUMO gap (spin up / spin down)	0.20436 / 0.20400	Ha
total charge	+1
E_LUMO (spin up / spin down)	-0.1201 / -0.1201	hartree
energy	-3734.4413	a.u.
HOMO level (spin up / spin down)	-8.8 / -8.8	eV
energy above the lowest of the compared OMol25 structures with the same formula, charge and spin	6.2	kcal/mol
2S+1	2